No. 1
DFT (ωB97M-V with the def2-TZVPD basis set) results for a molecular structure, C6H10N2 at a distorted geometry.

Results
gap between HOMO and LUMO	9.37	eV
maximum force	6.3	eV/A
DFT total energy	-343.93584	Ha
HOMO	-8.46	eV
charge	0
lowest unoccupied orbital energy	0.91	eV

Last column: Mulliken charge in e.
Geometry (Å):
C  1.1329  -0.3357  -1.2340  -0.8302
C  0.1631  0.1419  -0.1976  0.9192
C  -0.4909  1.4485  -0.2654  -0.8387
C  -0.8603  1.1339  1.1457  -0.1001
C  -1.7349  -0.1292  0.9041  -0.4674
C  -0.9790  -0.9175  0.1074  -0.7709
H  2.3087  -1.6011  -2.2029  0.3185
H  2.4932  -1.7673  -0.4523  0.2784
H  1.8406  0.5879  -1.5518  0.2718
H  0.3693  -0.3096  -2.0568  0.2876
H  0.2878  2.3686  0.0099  0.2622
H  -0.9531  1.6880  -1.3434  0.2709
H  -1.2542  1.7653  1.9100  0.5253
H  0.2904  -0.5195  1.6738  0.4634
H  -2.8051  -0.1124  1.0530  0.3620
H  -1.2604  -1.8951  -0.2730  0.3784
N  1.6874  -1.6519  -1.1882  -0.6117
N  0.4980  0.4723  1.2556  -0.7188

No. 2
DFT (ωB97M-V with the def2-TZVPD basis set) results for 4 unconnected molecules or ions with the total composition C12H26FN7O9S at a distorted geometry.

Results
gap between HOMO and LUMO	8.81	eV
maximum force	9.6	eV/A
DFT total energy	-2031.12735	Ha
structure (SMILES)	CCC[C@@H]1CC[C@](CC(=O)F)(ON=O)OS1(=O)=O.NC(N)=O.NC(N)=O.NC(N)=O
HOMO	-9.63	eV
charge	0
lowest unoccupied orbital energy	-0.82	eV

Last column: Mulliken charge in e.
Geometry (Å):
C  -3.3722  -1.9351  -0.1651  -0.7743
C  -2.0544  -2.5115  0.6558  0.0415
C  -0.6485  -1.7256  0.2641  -0.5586
C  0.2604  -2.4996  -0.8609  0.0448
C  1.8361  -1.9661  -0.7045  -0.9225
C  1.8898  -0.3607  -1.0373  -0.6611
C  1.2499  0.0274  -2.5325  0.6736
C  2.4862  0.8239  -3.3281  -0.7892
C  2.8804  2.2608  -2.6446  0.5347
O  4.1824  2.4622  -2.3595  -0.5182
F  1.9171  3.3630  -2.3545  -0.2115
O  0.0854  0.9525  -2.3937  -0.0405
N  -0.1638  1.5336  -3.6054  0.1924
O  -0.8751  2.5182  -3.4138  -0.3646
O  0.9580  -1.1637  -3.3539  -0.4126
S  -0.2221  -2.1661  -2.6398  1.1989
O  -0.1784  -3.5498  -3.3782  -0.6772
O  -1.6183  -1.5273  -2.8346  -0.5626
H  -4.3833  -2.0733  0.4098  0.3278
H  -3.4717  -2.5234  -1.1980  0.2445
H  -3.1599  -0.8052  -0.4823  0.0613
H  -2.2824  -2.2873  1.8059  -0.0091
H  -1.9528  -3.6911  0.5907  0.2904
H  -0.0037  -1.7263  1.2684  0.2720
H  -0.8123  -0.5837  0.0061  0.0215
H  0.2280  -3.6554  -0.6780  0.4281
H  2.2656  -2.1736  0.3722  0.3876
H  2.4948  -2.5634  -1.4818  0.3130
H  1.3315  0.2297  -0.1650  0.2629
H  3.0268  -0.0112  -0.9598  0.3666
H  3.4223  0.1069  -3.2223  0.3704
H  2.2597  0.8900  -4.4832  0.4586
N  -2.9061  2.5380  0.4502  -0.3346
C  -3.8649  1.6793  0.8413  0.6134
N  -5.0956  2.2163  0.9244  -0.4296
O  -3.6369  0.5081  1.0997  -0.5537
H  -3.0744  3.5057  0.2331  0.1544
H  -1.9651  2.1741  0.3747  0.1806
H  -5.8465  1.6039  1.2153  0.2298
H  -5.3031  3.1783  0.7157  0.1493
N  6.5830  2.4435  -0.2501  -0.3036
C  7.2754  3.5012  0.2098  0.6042
N  7.2959  4.5593  -0.6207  -0.3579
O  7.8391  3.5010  1.2927  -0.6628
H  6.1121  2.4249  -1.1389  0.2029
H  6.5425  1.6259  0.3444  0.1824
H  7.8064  5.3767  -0.3126  0.2151
H  6.8379  4.5786  -1.5162  0.1699
N  -4.0567  -3.5164  4.9192  -0.3843
C  -3.7360  -2.2237  4.7306  0.6536
N  -4.2194  -1.3861  5.6657  -0.4412
O  -3.0611  -1.8417  3.7877  -0.6328
H  -4.6112  -3.8501  5.6894  0.1622
H  -3.7125  -4.1804  4.2378  0.2171
H  -4.0011  -0.4038  5.5611  0.2239
H  -4.7769  -1.6816  6.4492  0.1526

No. 3
DFT (ωB97M-V with the def2-TZVPD basis set) results for a molecular structure, C38H47F9N3NaO4P2S7 at a distorted geometry.

Results
gap between HOMO and LUMO	5.50	eV
maximum force	1.7	eV/A
DFT total energy	-6472.74917	Ha
HOMO	-2.09	eV
charge	-2
lowest unoccupied orbital energy	3.42	eV

Last column: Mulliken charge in e.
Geometry (Å):
Na  0.9070  -0.4266  0.0426  0.8350
C  0.9696  4.4268  1.5715  -1.6015
C  1.1508  2.9849  1.0934  2.4089
C  2.6571  2.7034  1.0113  -1.4606
P  0.3589  1.5520  2.0202  -0.0106
C  0.3693  2.0650  3.8066  0.5202
C  -0.6191  3.1395  4.2522  -1.4604
C  0.1293  0.7913  4.6348  -1.4389
C  -1.4219  1.5833  1.5500  0.1640
C  -2.1807  2.7489  1.3867  -0.2524
C  -3.5329  2.7431  1.0714  1.2064
C  -4.3258  4.0245  0.9845  -2.0378
C  -4.1275  1.4942  0.8703  -1.0467
C  -3.4149  0.3203  0.9991  0.0255
C  -2.0440  0.3092  1.3754  -0.5816
N  -1.2929  -0.8261  1.4967  0.8911
C  -1.8435  -2.0029  1.9066  -1.1232
C  -2.9789  -2.1059  2.7549  -0.3965
C  -3.4675  -3.3286  3.1778  -0.9650
C  -2.8691  -4.5339  2.8089  0.4763
C  -3.4325  -5.8686  3.2315  -1.5838
C  -1.7267  -4.4420  2.0233  0.3388
C  -1.2021  -3.2325  1.5798  -0.4935
P  0.3316  -3.1548  0.5817  1.1355
C  1.4179  -4.3834  1.5244  0.5630
C  1.6875  -5.7361  0.8687  -1.6175
C  2.7475  -3.7012  1.8718  -1.3861
C  -0.2415  -4.0902  -0.9268  0.4651
C  0.8388  -4.1158  -2.0158  -1.1433
C  -1.5077  -3.4184  -1.4693  -1.8910
H  1.5420  5.0917  0.9157  0.3482
H  1.3626  4.5535  2.5851  0.3618
H  -0.0618  4.7760  1.5510  0.2228
H  0.7309  2.8907  0.0851  -0.8885
H  3.1049  2.6925  2.0132  0.3069
H  3.1621  3.4803  0.4272  0.4097
H  2.8831  1.7522  0.5313  0.0843
H  1.3932  2.4091  3.9830  0.5277
H  -1.6449  2.8260  4.0434  0.1687
H  -0.4560  4.1006  3.7677  0.2741
H  -0.5288  3.2880  5.3351  0.5055
H  -0.8791  0.4062  4.4498  0.2146
H  0.2213  0.9985  5.7064  0.5054
H  0.8302  -0.0017  4.3701  0.3014
H  -1.6961  3.7104  1.5057  -0.4109
H  -3.6849  4.8662  0.7107  0.3838
H  -4.8011  4.2731  1.9389  0.3242
H  -5.1211  3.9519  0.2374  0.4193
H  -5.1741  1.4468  0.5762  0.2747
H  -3.8982  -0.6262  0.7886  0.5978
H  -3.4604  -1.1951  3.0885  0.4006
H  -4.3411  -3.3502  3.8251  0.2616
H  -4.1945  -5.7426  4.0044  0.3534
H  -2.6564  -6.5266  3.6337  0.3292
H  -3.9005  -6.3988  2.3955  0.2977
H  -1.2204  -5.3659  1.7410  0.3545
H  0.8784  -4.5542  2.4554  0.4950
H  2.3184  -5.6339  -0.0164  0.2670
H  0.7735  -6.2569  0.5759  0.3396
H  2.2185  -6.3834  1.5761  0.4407
H  3.2889  -3.4076  0.9701  0.1481
H  3.3881  -4.3729  2.4558  0.5221
H  2.5836  -2.7936  2.4587  0.2493
H  -0.4885  -5.1116  -0.6319  0.6734
H  0.8780  -3.1496  -2.5245  -0.0301
H  0.6103  -4.8839  -2.7630  0.5044
H  1.8418  -4.3013  -1.6278  0.1577
H  -1.3347  -2.3551  -1.6551  0.2733
H  -2.3405  -3.4983  -0.7702  0.3185
H  -1.8053  -3.8816  -2.4161  0.5233
F  -3.4390  0.5616  -6.3223  -0.3030
C  -3.7789  1.1763  -5.1785  0.7641
F  -3.9352  2.4827  -5.4644  -0.2657
F  -5.0022  0.7176  -4.8402  -0.2763
C  -2.7817  0.9584  -4.0818  0.3030
C  -1.7206  0.0878  -4.2370  -0.9648
C  -0.8622  -0.0866  -3.1620  -0.7302
N  -1.0170  0.5397  -1.9972  1.2119
C  -2.0305  1.3961  -1.8717  -0.9571
C  -2.9444  1.6322  -2.8845  -1.4181
H  -1.5516  -0.4345  -5.1673  0.5375
H  0.0001  -0.7418  -3.2424  0.4552
H  -2.1071  1.9196  -0.9277  0.8730
H  -3.7618  2.3272  -2.7353  0.5800
F  4.3440  -2.4092  -3.6890  -0.2106
C  3.6067  -1.3108  -3.5532  0.4984
F  2.4659  -1.5073  -4.2263  -0.1668
F  4.2409  -0.2853  -4.0732  -0.2025
S  3.1945  -1.0610  -1.7381  0.8321
O  1.7512  -0.8911  -1.7265  -0.6959
O  3.6836  -2.2649  -1.1038  -0.7840
N  3.9033  0.2575  -1.2264  -0.1490
S  5.4857  0.1763  -0.9635  1.0723
O  6.1657  -0.6815  -1.8986  -0.6619
O  6.0005  1.4839  -0.7051  -0.6995
C  5.6613  -0.6775  0.7034  0.6380
F  6.4544  0.0589  1.4877  -0.2728
F  6.2182  -1.8762  0.5733  -0.2546
F  4.4918  -0.8101  1.3285  -0.1483
C  -0.9638  4.6607  -3.6550  -0.8784
S  -0.3229  4.6265  -1.9647  0.1033
C  1.3962  4.6492  -2.2684  -0.2263
C  2.1218  3.6161  -2.8026  -0.0948
S  1.5963  2.0962  -3.3842  -0.2157
S  3.8307  4.0167  -2.9285  -0.0379
C  3.8244  5.6318  -2.3567  0.0584
S  5.1674  6.6243  -2.2861  -0.3447
S  2.2614  6.1161  -1.8737  -0.1844
H  -2.0542  4.6349  -3.5896  0.3173
H  -0.6031  3.7775  -4.1842  0.1447
H  -0.6470  5.5698  -4.1638  0.4039

No. 4
DFT (ωB97M-V with the def2-TZVPD basis set) results for 2 unconnected molecules or ions with the total composition C3H3BrFNO at a distorted geometry.

Results
gap between HOMO and LUMO	8.55	eV
maximum force	4.0	eV/A
DFT total energy	-2919.86768	Ha
structure (SMILES)	O=C=C(F)Br.C=N
HOMO	-8.72	eV
charge	0
lowest unoccupied orbital energy	-0.17	eV

Last column: Mulliken charge in e.
Geometry (Å):
O  -1.9255  0.2241  2.6385  -0.3597
C  -2.6413  -0.3251  1.8795  0.6595
C  -3.5938  -0.6809  1.0435  0.0191
F  -3.5106  -1.6725  0.1335  -0.2213
Br  -5.3138  0.0134  1.4250  -0.1100
C  0.5408  0.2123  0.1221  -0.3487
N  -0.6435  -0.1523  -0.0842  -0.3841
H  1.3585  0.3100  -0.5272  0.2686
H  0.7248  0.5994  1.0281  0.2681
H  -0.6255  -0.7504  -1.0089  0.2085

No. 5
DFT (ωB97M-V with the def2-TZVPD basis set) results for 3 unconnected molecules or ions with the total composition C14H34B3NO15P2 at a distorted geometry.

Results
gap between HOMO and LUMO	6.68	eV
maximum force	9.9	eV/A
DFT total energy	-2494.52018	Ha
structure (SMILES)	CCOCCOB1OBOB(N(C(C)=O)C(C)=O)O1.COP(=O)(OC)OC.COP(=O)(OC)OC
HOMO	-9.84	eV
charge	0
lowest unoccupied orbital energy	-3.16	eV

Last column: Mulliken charge in e.
Geometry (Å):
C  0.8220  -2.4654  -3.1353  -0.9705
C  0.0196  -1.1346  -2.7263  0.1909
O  0.0384  -0.1369  -3.7823  -0.5476
C  -1.1538  0.6905  -3.5477  -0.0284
C  -0.9041  2.0448  -4.3500  -0.4963
O  -2.0979  2.8051  -4.6446  -0.4826
B  -3.0366  2.7702  -3.5728  0.6316
O  -2.8494  3.3238  -2.2632  -0.3537
B  -3.4565  2.5249  -1.2386  0.7178
O  -4.3674  1.4322  -1.4366  -0.5858
B  -4.6124  1.1553  -2.8246  0.3527
N  -5.2208  -0.1757  -3.1606  0.2124
C  -4.6055  -0.8082  -4.3441  0.3616
C  -4.0229  -2.2975  -4.1750  -0.9750
O  -4.5284  -0.3151  -5.4800  -0.4876
C  -6.6954  -0.0569  -3.2706  0.4915
C  -7.5470  -0.7325  -2.0933  -1.0127
O  -7.1923  0.5086  -4.2536  -0.4966
O  -4.3268  2.1395  -3.8245  -0.0718
H  0.0700  -3.3068  -3.2439  0.2583
H  1.4626  -2.3063  -4.0606  0.2931
H  1.5072  -2.7013  -2.2420  0.2345
H  -1.0889  -1.3951  -2.5495  0.0971
H  0.4230  -0.6456  -1.7688  0.1843
H  -2.0284  0.0630  -3.9558  0.1103
H  -1.2020  0.8246  -2.4097  0.3017
H  -0.0851  2.6365  -3.8247  0.2960
H  -0.4598  1.7385  -5.3653  0.2611
H  -3.1442  2.7583  -0.1128  -0.2025
H  -4.7272  -3.0397  -4.6986  0.3585
H  -4.0132  -2.6321  -3.0745  0.2578
H  -2.9544  -2.3898  -4.5753  0.2468
H  -8.4885  -1.2202  -2.4947  0.3666
H  -7.8020  0.0705  -1.3272  0.2524
H  -6.9105  -1.5615  -1.6177  0.2680
C  -2.4356  1.8570  3.5380  -0.5657
O  -1.0297  1.9028  3.3346  -0.5037
P  -0.3596  0.8635  2.1448  1.0287
O  -1.4964  1.0688  1.1560  -0.5589
O  -0.6517  -0.4433  3.1106  -0.3405
C  -0.1357  -0.4302  4.4398  -0.7836
O  0.4742  -0.1472  1.0315  -0.2085
C  1.7725  -0.5777  1.4387  -0.7726
H  -2.6448  2.2896  4.5188  0.2590
H  -2.9420  2.4565  2.7806  0.1657
H  -2.8104  0.8319  3.5212  0.3181
H  -0.9584  -0.2677  5.1388  0.2718
H  0.6114  0.3528  4.5799  0.4015
H  0.3210  -1.3961  4.6525  0.2644
H  1.6973  -1.2973  2.2589  0.2180
H  2.3798  0.2730  1.7468  0.4017
H  2.2569  -1.0710  0.5933  0.3357
C  8.2761  1.0696  2.1533  -0.6151
O  7.6030  -0.1779  2.2655  -0.4758
P  5.9944  -0.1683  2.8640  1.1217
O  5.5961  1.0926  2.1127  -0.6375
O  6.5376  0.2046  4.3769  -0.3312
C  7.5265  -0.6374  4.9680  -0.7732
O  4.3964  -0.3480  3.4744  -0.1502
C  4.1638  -1.5385  4.2252  -0.5873
H  9.3479  0.8664  2.1020  0.2496
H  7.9755  1.5744  1.2346  0.2352
H  8.0827  1.7090  3.0165  0.3280
H  8.4863  -0.1177  4.9597  0.2657
H  7.6285  -1.5836  4.4345  0.3780
H  7.2464  -0.8427  6.0002  0.2945
H  4.6850  -1.4941  5.1852  0.3027
H  4.4911  -2.4163  3.6667  0.3852
H  3.0928  -1.6231  4.4205  0.0450

No. 6
DFT (ωB97M-V with the def2-TZVPD basis set) results for a molecular structure, C35H25O6S2 at a distorted geometry.

Results
gap between HOMO and LUMO	6.74	eV
maximum force	6.0	eV/A
DFT total energy	-2596.49858	Ha
HOMO	-4.23	eV
charge	-1
lowest unoccupied orbital energy	2.51	eV

Last column: Mulliken charge in e.
Geometry (Å):
C  4.0731  -1.6010  0.6886  -0.4932
C  2.7179  -1.8341  1.0042  -0.2335
C  1.9423  -0.8038  1.5350  -0.0550
C  2.4906  0.4671  1.7100  0.0031
C  3.8199  0.7389  1.3696  -0.4005
C  4.6277  -0.3004  0.8747  -0.4162
C  1.4023  1.3919  2.1707  -0.0132
O  1.5185  2.6077  2.3134  -0.8051
C  0.1825  0.5843  2.4219  0.4902
C  -1.0232  1.1411  2.9536  0.9327
C  -2.2706  0.4889  2.3743  0.1169
C  -2.5824  -0.8223  2.7629  0.0143
C  -3.7553  -1.4613  2.3693  -1.0263
C  -4.5730  -0.8724  1.4017  -0.5215
C  -4.2359  0.3970  0.8977  -0.8550
C  -3.0764  1.0327  1.3529  0.0502
C  0.4999  -0.7839  1.9425  0.4549
O  -0.1764  -1.8285  1.9235  -0.7698
H  4.7150  -2.4070  0.2999  0.3473
H  2.2747  -2.8189  0.8510  0.4465
H  4.2144  1.7577  1.5068  0.4288
H  5.6898  -0.1240  0.6341  0.3385
H  -0.9664  2.2808  2.6413  -0.4281
H  -1.9240  -1.2907  3.4959  0.4926
H  -3.9685  -2.4453  2.7896  0.4006
H  -5.4581  -1.4084  1.0590  0.3546
H  -4.8576  0.8460  0.1185  0.3827
H  -2.8386  2.0277  0.9501  0.2785
C  -1.6331  -1.5107  7.3381  -0.5538
C  -0.4200  -1.1188  6.7644  -0.9496
C  -0.4170  -0.0654  5.8558  -0.0626
C  -1.5709  0.6350  5.5082  -0.9872
C  -1.4257  1.8304  4.5678  0.8334
S  -2.9479  2.8881  4.8282  1.5578
C  -2.8785  4.5028  4.0272  0.2976
C  -3.4048  5.6261  4.6749  -0.4115
C  -3.3422  6.8634  4.0351  -0.7487
C  -2.8043  6.9775  2.7528  -0.4478
C  -2.3280  5.8338  2.1009  -1.0426
C  -2.3845  4.5955  2.7284  -0.1531
O  -3.9708  2.1943  4.0871  -0.7357
O  -3.1789  3.1621  6.2415  -0.6844
S  -0.1862  2.9328  5.4393  1.7124
C  -0.2756  3.2487  7.2489  0.0885
C  -1.0565  4.2912  7.7786  -0.0259
C  -1.1310  4.5241  9.1630  -0.7953
C  -0.3508  3.7474  10.0424  -0.2885
C  0.4701  2.7267  9.5237  -0.7816
C  0.5144  2.5056  8.1374  -0.0815
O  1.1123  2.2994  5.2745  -0.6980
O  -0.3550  4.2376  4.8815  -0.7199
C  -2.7910  0.1583  6.0029  -0.1153
C  -2.8333  -0.9201  6.9047  -1.0108
H  -1.6305  -2.2970  8.0965  0.3944
H  0.5319  -1.5805  7.0412  0.4296
H  0.4860  0.1884  5.3193  0.5420
H  -3.8161  5.5113  5.6771  0.4711
H  -3.6969  7.7519  4.5585  0.3652
H  -2.7554  7.9420  2.2608  0.3832
H  -1.8831  5.8937  1.1072  0.4118
H  -2.0258  3.7014  2.2224  0.5626
H  -1.6168  4.9352  7.1032  0.3064
H  -1.7827  5.3312  9.5482  0.3456
H  -0.3892  3.9522  11.1214  0.3458
H  1.0934  2.1296  10.2151  0.3463
H  1.1766  1.7315  7.7531  0.4150
H  -3.7469  0.5208  5.6361  0.5595
H  -3.7992  -1.2635  7.3177  0.4109